(1)
Entry from the OMol25 dataset: C28H25INO5PRh as an isolated structure (ωB97M-V/def2-TZVPD).

Results
HOMO (alpha / beta) = -10.75 / -10.76 eV
energy relative to the best compared isomer or geometry (same formula, charge and spin) = 57.6 kcal per mole
orbital gap (alpha / beta) = 5.494 / 5.476 eV
multiplicity = 1
charge = +1
electronic energy = -2262.2485 a.u.

Geometry as XYZ:
```
62
Properties=species:S:1:pos:R:3:forces:R:3
Rh 0.972195 -0.884221 0.150358 1.3 -1.4 0.0
O 2.677395 -0.920221 -1.666342 -1.0 0.9 0.6
C 3.307595 -2.178021 -1.806942 0.4 -0.9 0.2
C 3.994795 -2.649121 -0.513142 -0.2 0.1 -0.3
N 3.076895 -2.953921 0.571658 -1.1 1.7 -0.7
C 2.192995 -4.032321 0.451358 -1.7 -0.8 -0.7
C 0.601495 -3.655221 0.020758 2.8 -2.4 2.0
O -0.207705 -4.280221 0.651558 -1.4 0.1 0.5
O 0.534095 -2.808221 -0.873242 -0.5 3.2 -1.4
C 3.438995 -2.441921 1.850458 0.7 1.2 0.7
C 3.505295 -0.824921 1.940458 1.0 -3.1 1.3
O 4.269595 -0.373121 2.748758 0.1 0.5 0.2
O 2.762695 -0.214421 1.132858 -2.6 1.9 -1.9
H 3.344195 -0.263321 -1.421642 -0.1 0.0 0.1
H 4.059895 -2.124921 -2.602942 -0.1 0.0 0.1
H 2.524695 -2.876721 -2.109242 0.1 0.1 0.0
H 4.664695 -1.856621 -0.164742 0.0 -0.2 -0.1
H 4.598395 -3.535621 -0.748842 0.0 0.1 0.0
H 2.070195 -4.575821 1.387358 0.2 -0.1 -0.1
H 2.476395 -4.701221 -0.362542 0.3 -0.2 0.2
H 4.451195 -2.757821 2.133758 -0.2 -0.1 0.1
H 2.738995 -2.774321 2.618958 0.0 -0.1 -0.1
I -0.711905 -1.579221 2.189258 0.8 1.2 -0.8
C -1.126305 0.353679 3.010758 0.2 -0.4 0.3
C -0.930505 0.475679 4.363758 0.1 -0.5 -0.5
C -1.434905 1.579179 5.062458 -0.3 0.3 0.0
C -2.216305 2.485579 4.404458 0.2 -0.2 0.2
C -2.419005 2.391479 3.011358 0.1 -0.2 -0.2
C -3.280905 3.300079 2.362158 0.0 0.0 -0.3
C -3.489405 3.229579 1.012858 -0.1 0.1 0.2
C -2.739405 2.330479 0.250658 0.2 -0.3 0.1
C -1.874405 1.428379 0.837458 0.2 -0.2 -0.2
P -0.759505 0.627279 -0.385742 0.0 -0.6 -0.2
C -0.158205 2.021179 -1.389342 0.5 -0.4 0.3
C -0.829305 2.521179 -2.501342 -0.1 -0.1 0.0
C -0.308505 3.609379 -3.179242 -0.1 0.0 0.0
C 0.886195 4.182879 -2.772942 0.0 0.0 0.0
C 1.559795 3.681479 -1.670342 0.1 0.1 0.0
C 1.041495 2.600779 -0.979142 0.0 -0.1 0.1
C -1.810105 -0.384621 -1.443742 0.1 0.0 0.0
C -3.014605 -0.917721 -0.990142 0.1 0.2 0.0
C -3.734905 -1.764621 -1.811642 0.0 -0.1 0.0
C -3.254505 -2.094021 -3.070442 0.0 0.0 0.1
C -2.046505 -1.575321 -3.514642 0.0 -0.1 -0.1
C -1.314105 -0.734921 -2.701842 0.0 0.2 0.2
C -1.777805 1.358179 2.254958 -0.2 0.2 0.0
H -0.412905 -0.304721 4.900358 0.0 0.0 0.1
H -1.258905 1.658779 6.123558 0.0 0.0 0.1
H -2.699305 3.288579 4.939358 0.0 0.1 0.1
H -3.780305 4.047979 2.959758 -0.1 0.1 0.0
H -4.186705 3.891279 0.522858 0.0 0.1 0.0
H -2.833705 2.354579 -0.826442 0.0 0.1 0.0
H -1.745505 2.058679 -2.840242 -0.1 0.0 -0.1
H -0.841405 4.013279 -4.025342 0.0 0.0 -0.1
H 1.299295 5.011879 -3.327642 0.0 0.1 0.0
H 2.485195 4.134479 -1.349842 0.1 0.0 0.0
H 1.563195 2.187579 -0.122042 0.1 0.1 0.0
H -3.382705 -0.664821 -0.005542 -0.1 0.0 0.0
H -4.671405 -2.175221 -1.469442 -0.1 0.0 0.1
H -3.814705 -2.767121 -3.700942 -0.1 0.0 -0.1
H -1.674505 -1.836421 -4.493642 0.0 0.0 -0.1
H -0.357005 -0.342521 -3.023042 0.0 0.0 -0.1
```
Forces are in eV/Å.

---

(2)
Entry from the OMol25 dataset: a 2-piece molecular cluster, C21H26N4O5S3 overall (ωB97M-V/def2-TZVPD).

Results
HOMO = -8.59 eV
orbital gap = 8.304 eV
multiplicity = 1
SMILES string = O=C(O)[C@@H]1CSC(c2csc(-c3ccccc3O)n2)=N1.CNC(=O)[C@H](CCSC)NC(C)=O
charge = 0
electronic energy = -2605.6745 a.u.

Geometry as XYZ:
```
59
Properties=species:S:1:pos:R:3:forces:R:3
O -1.662541 1.922516 4.835092 1.4 0.1 0.6
C -0.480236 2.003058 5.129365 -1.4 -0.2 -0.7
O -0.028573 1.795261 6.390851 0.1 0.2 -1.1
C 0.551777 2.400739 4.038619 0.8 -0.8 0.0
C 0.074710 2.143575 2.600702 -0.5 0.1 0.1
S 0.608404 0.443905 2.200961 0.0 0.2 -0.1
C 1.918706 0.634578 3.362262 -0.5 2.0 1.3
C 3.051911 -0.313375 3.395389 0.9 -0.5 0.3
C 4.055353 -0.260529 4.328757 -0.3 -0.2 -0.3
S 5.199326 -1.556300 4.098181 -1.2 0.6 -0.5
C 4.242117 -2.101945 2.721350 -0.5 0.3 -0.2
C 4.581494 -3.273408 1.887611 0.6 -0.2 0.4
C 5.596352 -4.162050 2.295925 -0.1 -0.4 -0.7
C 5.931431 -5.275129 1.518349 0.0 0.3 0.3
C 5.261640 -5.519454 0.318631 -0.3 0.6 0.1
C 4.257737 -4.645616 -0.100073 0.4 -0.4 0.1
C 3.913609 -3.536963 0.671038 -0.5 0.6 0.0
O 2.917990 -2.724263 0.210682 0.5 -0.5 0.2
N 3.179737 -1.360855 2.484325 0.4 0.3 0.6
N 1.830291 1.659204 4.179660 0.2 -1.6 -0.8
H -0.812450 1.546013 6.901698 -0.1 0.0 0.1
H 0.735595 3.470890 4.170242 0.1 -0.1 0.1
H 0.572117 2.844072 1.922638 0.0 -0.2 0.1
H -1.006485 2.265513 2.478813 0.2 -0.2 0.1
H 4.105872 0.488290 5.113590 0.2 -0.3 -0.1
H 6.138900 -4.006860 3.223621 -0.1 0.1 0.0
H 6.716342 -5.951046 1.845625 -0.1 0.1 0.0
H 5.517560 -6.383212 -0.288559 -0.1 0.1 0.1
H 3.730990 -4.823188 -1.032353 0.0 0.1 0.1
H 2.737046 -2.060417 0.913410 -0.1 0.0 -0.1
C -4.168454 4.930679 -4.107338 -0.2 -0.3 0.3
N -3.421772 3.767703 -3.629673 1.0 0.4 -0.7
C -3.950346 2.788685 -2.883247 -1.6 -0.6 0.7
O -5.120191 2.821592 -2.513767 0.6 0.0 -0.2
C -3.009062 1.632641 -2.483922 0.1 -0.5 0.0
C -2.341405 0.940344 -3.694664 0.3 0.1 0.4
C -1.274231 -0.080758 -3.281824 -0.2 -0.2 -0.2
S 0.163392 0.659029 -2.458719 0.0 0.2 0.2
C 0.767909 -0.778000 -1.534418 -0.2 -0.1 -0.2
N -3.583765 0.652443 -1.538963 1.4 1.9 -0.8
C -4.632255 -0.167704 -1.651764 -1.5 -1.2 0.0
C -5.368030 -0.366264 -2.965188 0.1 0.4 0.2
O -4.973470 -0.826542 -0.681957 0.0 -0.1 0.2
H -5.056938 4.600271 -4.649200 0.1 0.1 0.1
H -3.546565 5.532239 -4.771306 0.0 -0.2 0.1
H -4.488250 5.541832 -3.260881 0.0 0.0 -0.1
H -2.451069 3.692016 -3.889964 -0.1 0.1 0.0
H -2.202585 2.124050 -1.940034 0.1 -0.1 0.2
H -3.095511 0.441647 -4.300395 0.0 0.0 -0.1
H -1.858907 1.688667 -4.324187 -0.1 0.1 -0.1
H -1.724351 -0.819884 -2.618607 0.1 0.0 0.1
H -0.926114 -0.604164 -4.172676 0.0 0.0 0.0
H 1.657454 -0.497550 -0.970663 -0.1 0.1 -0.1
H 0.000357 -1.123198 -0.841721 0.1 0.0 0.0
H 1.023771 -1.583080 -2.223522 0.1 0.0 0.1
H -3.191135 0.650291 -0.610926 -0.1 0.1 0.0
H -4.763432 -0.982794 -3.624434 0.1 -0.1 -0.2
H -5.597421 0.584518 -3.436058 0.1 0.1 -0.2
H -6.304347 -0.881715 -2.756387 0.2 0.0 0.1
```
Forces are in eV/Å.

---

(3)
Entry from the OMol25 dataset: a 7-piece molecular cluster, C46H40Cl13FN5O overall (ωB97M-V/def2-TZVPD).

Results
HOMO = -10.40 eV
orbital gap = 6.370 eV
multiplicity = 1
charge = +1
electronic energy = -8207.6811 a.u.

Geometry as XYZ:
```
106
Properties=species:S:1:pos:R:3:forces:R:3
C -6.022750 -1.745056 5.109987 -0.4 -0.4 -0.3
C -5.796295 -1.197951 3.578695 -3.2 4.5 0.2
N -6.589813 -0.114467 3.191480 3.8 -4.7 1.2
C -4.757198 -1.800714 2.479256 -1.5 -1.6 -0.7
N -3.605887 -0.918523 2.067585 1.7 1.8 -0.2
C -3.271526 0.247733 3.016553 1.5 1.7 0.9
C -2.670477 -0.292921 4.481824 0.2 1.4 -0.1
C -1.101601 0.143664 4.731424 -0.2 -0.1 1.1
F -3.466754 0.453295 5.526766 1.4 -2.0 -2.1
C -2.807293 -1.045714 0.965058 2.8 -1.8 -5.4
N -1.646626 -0.262224 0.401442 0.0 -1.2 -1.7
C -1.058669 -0.760923 -0.905005 -6.9 -2.8 5.5
N -1.953352 -1.971912 -1.124604 3.7 4.4 0.2
N -2.892260 -2.126131 -0.078741 -0.1 0.2 0.3
C -3.738394 -3.346350 -0.276496 -0.3 -1.1 -0.5
C -5.152732 -3.086996 -1.099761 -5.4 -5.2 1.2
O -6.165945 -3.986518 -0.964769 7.4 6.6 -1.1
Cl -5.308462 -1.599727 -2.202052 0.5 -2.1 1.9
H -5.954527 -2.912450 5.154665 -0.1 2.2 -0.1
H -5.305650 -1.285381 5.912541 -1.1 -0.8 -1.9
H -7.122909 -1.430727 5.434768 2.4 -0.7 -0.9
H -7.209548 0.187505 3.974867 0.7 -0.6 -0.6
H -4.349792 -2.831230 2.877118 -0.8 2.0 -0.8
H -5.400141 -1.991735 1.491085 1.3 0.3 2.3
H -4.175922 0.999918 3.152337 1.6 -2.1 -0.2
H -2.389365 0.933951 2.596366 -2.0 -1.9 0.4
H -2.777307 -1.457244 4.573064 -0.2 2.3 0.2
H -0.650569 0.842190 3.907985 -1.0 -1.7 1.4
H -1.042447 0.762861 5.749626 -0.4 -1.4 -2.2
H -0.453108 -0.833312 4.926861 -1.3 2.2 -0.7
H -0.174750 -0.330350 -1.560676 -2.2 -1.1 1.6
H -1.801464 -2.573546 -1.971912 -1.0 0.4 1.6
H -3.930356 -3.917306 0.739281 0.1 1.4 -2.2
H -3.118468 -4.111268 -0.950919 -1.4 1.7 1.5
Cl 1.937565 1.000725 3.547503 -0.1 0.1 0.0
C 2.469818 1.587474 2.012019 0.5 0.2 -0.5
C 1.587619 2.117773 1.063342 0.5 0.0 -0.3
Cl -0.111895 2.246021 1.346625 0.1 0.1 0.2
C 2.078541 2.568714 -0.166262 0.4 -0.1 0.1
C 3.443997 2.494146 -0.448252 -0.4 0.0 0.3
C 4.323194 1.970924 0.498797 -0.5 -0.1 0.5
C 3.837132 1.517801 1.726625 -0.2 0.4 -0.3
H 1.400633 2.980190 -0.910501 0.0 -0.1 0.3
H 3.821024 2.844483 -1.406291 -0.3 -0.1 0.3
H 5.387389 1.915052 0.281372 -0.6 0.0 0.5
H 4.530522 1.109870 2.458541 -0.4 0.2 -0.1
Cl -12.285992 -3.249232 2.535474 0.2 0.0 0.1
C -11.195942 -2.839052 1.259223 0.0 0.1 -0.4
C -9.813931 -2.734807 1.455849 0.0 0.2 -0.6
Cl -9.071007 -3.019703 2.989453 -0.1 -0.1 0.2
C -8.983747 -2.390229 0.384244 -0.4 0.0 -0.3
C -9.528518 -2.153273 -0.879332 -0.1 -0.1 0.3
C -10.904373 -2.262396 -1.076229 0.0 -0.1 0.3
C -11.736892 -2.604119 -0.008858 0.4 0.1 -0.3
H -7.909114 -2.304593 0.527749 -0.3 -0.1 0.1
H -8.879348 -1.884025 -1.709278 -0.1 -0.1 0.2
H -11.329505 -2.080908 -2.060724 0.0 0.0 0.2
H -12.809144 -2.685401 -0.171845 0.2 0.0 0.2
Cl -7.771785 -1.487326 -6.583247 0.0 -0.1 -0.1
C -7.202068 -3.086407 -6.261320 0.2 -0.3 0.3
C -7.387591 -4.144967 -7.158269 0.2 -0.3 0.2
Cl -8.191437 -3.945987 -8.674607 0.0 0.2 0.1
C -6.910809 -5.419892 -6.836521 0.2 0.1 0.5
C -6.248997 -5.638437 -5.626647 -0.1 0.2 -0.2
C -6.059571 -4.582881 -4.735824 -0.2 0.2 -0.3
C -6.535672 -3.309137 -5.052123 0.1 -0.4 -0.1
H -7.052171 -6.249032 -7.525946 0.0 0.3 0.1
H -5.881392 -6.631781 -5.379950 -0.1 0.2 -0.1
H -5.541618 -4.751314 -3.794408 -0.1 0.0 -0.1
H -6.384442 -2.492250 -4.350183 -0.2 -0.2 -0.4
Cl 5.102592 3.146424 -4.648981 -0.1 -0.2 0.1
C 6.283667 4.047292 -3.766499 0.4 0.4 0.1
C 6.736328 3.655470 -2.501171 0.4 0.5 -0.2
Cl 6.165033 2.228392 -1.712428 0.8 0.0 -1.1
C 7.688125 4.432190 -1.832544 0.0 0.3 -0.3
C 8.189134 5.593539 -2.423991 -0.3 -0.3 0.0
C 7.742177 5.980742 -3.686510 -0.2 -0.3 0.1
C 6.790706 5.209447 -4.356547 0.3 0.1 0.3
H 8.044204 4.137115 -0.848215 -0.2 -0.1 -0.2
H 8.927907 6.195257 -1.899706 -0.3 -0.3 -0.1
H 8.133902 6.883603 -4.149436 -0.1 -0.2 0.0
H 6.447018 5.520351 -5.340474 0.0 -0.2 0.2
Cl 7.117889 -3.793249 2.656738 -0.1 0.2 -0.1
C 5.463998 -3.622520 3.126601 -0.3 -0.2 0.2
C 4.682749 -2.526676 2.741560 -0.4 -0.3 0.3
Cl 5.297256 -1.251779 1.750571 0.3 -0.4 -0.1
C 3.351413 -2.440742 3.161607 0.0 -0.4 0.2
C 2.799827 -3.444661 3.960011 0.3 0.1 -0.2
C 3.576474 -4.538679 4.338949 0.2 0.2 -0.2
C 4.906410 -4.627402 3.923571 -0.5 0.2 0.1
H 2.737243 -1.592096 2.869445 0.3 -0.1 0.0
H 1.764666 -3.372855 4.285606 0.2 0.0 -0.1
H 3.147012 -5.322725 4.958417 0.1 0.1 -0.1
H 5.504845 -5.483929 4.225453 0.0 0.3 -0.1
Cl 12.357861 5.775714 -4.346037 -0.2 0.1 0.0
C 12.814597 6.561438 -2.876581 0.3 0.1 0.3
C 11.995900 7.503055 -2.242093 0.5 0.0 0.4
Cl 10.448569 7.955503 -2.863462 0.2 0.2 -0.2
C 12.425504 8.111810 -1.058397 0.4 -0.2 0.1
C 13.665162 7.781231 -0.507476 -0.2 -0.1 -0.3
C 14.478083 6.839442 -1.136637 -0.3 0.0 -0.2
C 14.054017 6.230892 -2.319419 0.0 0.3 0.4
H 11.797431 8.846186 -0.559418 0.0 -0.2 -0.2
H 13.995808 8.258297 0.412201 -0.1 -0.1 -0.2
H 15.442629 6.579007 -0.706833 -0.2 0.0 -0.1
H 14.695749 5.498446 -2.803774 -0.3 0.1 0.0
```
Forces are in eV/Å.

---

no.,maximum force (eV Å⁻¹)
1,4.23
2,2.47
3,9.96